Entry from OMol25: a 6-piece molecular cluster, C49H86BrN3O11 overall in a non-equilibrium geometry (ωB97M-V/def2-TZVPD).

XYZ file:
```
150
Properties=species:S:1:pos:R:3:mulliken_charge:R:1
C 1.83 -5.39 2.70 -0.79
C 3.14 -4.70 3.41 -0.47
C 4.26 -4.13 2.35 -0.47
C 3.64 -3.50 0.97 -0.20
C 4.88 -3.22 -0.09 -0.75
C 5.86 -2.00 0.43 -0.39
C 5.37 -0.61 -0.28 -0.50
C 4.73 0.49 0.79 -0.10
C 5.06 2.00 0.17 -0.80
C 3.77 3.02 0.21 -0.69
C 2.50 2.48 -0.73 0.30
C 1.16 2.29 0.24 -0.49
C -0.25 2.57 -0.55 -0.31
C -1.26 1.24 -0.60 -0.51
C -2.11 1.09 0.83 0.03
N -1.35 1.35 2.09 -0.17
C -2.18 1.18 3.33 0.25
C -1.41 1.44 4.79 -0.23
Br 0.55 1.93 4.76 -0.18
C -2.19 1.30 6.25 -0.54
C -3.80 0.91 6.19 0.59
C -4.59 0.74 7.65 -0.67
C -4.56 0.70 4.72 -0.69
C -3.77 0.83 3.26 0.53
N -4.60 0.57 2.03 -0.39
C -3.69 0.70 0.84 0.37
C -4.39 0.40 -0.65 -0.49
C -5.84 -0.36 -0.54 -1.05
N -5.83 -1.65 0.25 0.27
C -4.70 -2.58 -0.14 -0.42
C -3.69 -2.70 1.14 -0.60
C -7.15 -2.34 -0.16 0.39
C -8.41 -2.52 0.92 -0.82
O -7.39 -2.81 -1.40 -0.56
H 1.04 -4.53 2.49 0.17
H 2.17 -5.90 1.69 0.22
H 1.38 -6.20 3.45 0.30
H 3.61 -5.49 4.17 0.32
H 2.75 -3.81 4.09 0.24
H 4.82 -3.24 2.91 0.15
H 5.07 -4.97 2.07 0.23
H 3.05 -2.49 1.20 0.02
H 2.88 -4.21 0.41 0.33
H 5.48 -4.22 -0.18 0.35
H 4.47 -2.97 -1.16 0.30
H 6.94 -2.24 0.00 0.32
H 5.99 -1.94 1.60 0.17
H 4.57 -0.75 -1.14 0.08
H 6.34 -0.11 -0.75 0.35
H 3.60 0.32 1.03 -0.11
H 5.33 0.39 1.81 0.42
H 5.56 1.92 -0.90 0.31
H 5.89 2.46 0.87 0.28
H 4.04 4.14 -0.07 0.32
H 3.42 3.05 1.35 0.19
H 2.83 1.38 -1.07 -0.13
H 2.27 3.17 -1.64 0.35
H 1.10 1.19 0.71 0.13
H 1.25 3.03 1.14 0.24
H 0.01 2.82 -1.68 -0.02
H -0.83 3.54 -0.16 0.31
H -0.59 0.27 -0.74 0.24
H -1.94 1.41 -1.53 0.26
H -1.58 1.47 7.24 0.26
H -5.04 1.76 8.02 0.25
H -3.81 0.28 8.43 0.11
H -5.43 -0.09 7.52 0.27
H -5.72 0.43 4.79 0.21
H -4.61 1.48 -1.09 0.40
H -3.60 -0.17 -1.33 0.22
H -6.59 0.40 -0.01 0.31
H -6.24 -0.48 -1.65 0.38
H -5.19 -3.66 -0.28 0.37
H -4.19 -2.33 -1.17 0.25
H -2.78 -1.95 1.13 0.12
H -4.34 -2.47 2.11 0.09
H -3.35 -3.83 1.27 0.32
H -8.84 -3.61 0.71 0.25
H -8.06 -2.46 2.04 0.14
H -9.26 -1.76 0.64 0.33
C -1.27 3.65 -6.54 -1.03
C 0.22 3.92 -6.58 -0.16
O 0.79 3.87 -5.26 -0.41
C 1.21 2.74 -4.64 0.76
C 0.81 1.41 -5.22 -0.96
O 1.83 2.80 -3.59 -0.60
H -1.48 2.65 -6.16 0.26
H -1.70 3.74 -7.54 0.37
H -1.77 4.35 -5.87 0.30
H 0.76 3.25 -7.26 0.11
H 0.39 4.94 -6.95 0.35
H -0.11 1.07 -4.73 0.21
H 1.61 0.70 -5.02 0.34
H 0.67 1.43 -6.30 0.32
C 4.30 1.24 -10.51 -0.81
C 3.40 1.59 -9.35 -0.32
O 3.17 0.44 -8.51 -0.37
C 3.98 0.04 -7.51 0.71
C 5.36 0.63 -7.42 -0.67
O 3.63 -0.84 -6.74 -0.62
H 5.29 0.91 -10.17 0.03
H 4.43 2.10 -11.18 0.34
H 3.88 0.41 -11.09 0.36
H 3.78 2.44 -8.76 0.33
H 2.42 1.90 -9.73 0.33
H 6.06 -0.01 -7.95 0.21
H 5.65 0.69 -6.37 0.36
H 5.43 1.65 -7.81 0.15
C -8.91 -5.91 5.83 -1.00
C -8.40 -4.63 5.21 -0.30
O -7.01 -4.75 4.86 -0.37
C -6.55 -5.27 3.70 0.81
C -7.49 -6.04 2.82 -0.96
O -5.36 -5.18 3.40 -0.58
H -8.85 -6.75 5.13 0.27
H -9.95 -5.80 6.14 0.36
H -8.30 -6.19 6.70 0.30
H -8.99 -4.31 4.35 0.23
H -8.46 -3.82 5.95 0.36
H -7.42 -7.10 3.07 0.30
H -7.20 -5.88 1.78 0.24
H -8.53 -5.71 2.90 0.34
C -0.65 2.29 12.30 -0.93
C -1.93 2.92 12.80 -0.39
O -2.92 2.99 11.75 -0.35
C -3.76 1.99 11.42 0.74
C -3.51 0.62 11.97 -0.96
O -4.68 2.19 10.63 -0.57
H -0.82 1.25 11.98 0.27
H 0.11 2.28 13.09 0.35
H -0.27 2.83 11.44 0.29
H -2.34 2.42 13.68 0.35
H -1.73 3.95 13.10 0.30
H -2.92 0.05 11.25 0.23
H -4.47 0.12 12.12 0.31
H -3.01 0.61 12.94 0.36
C 7.64 5.14 -9.64 -1.00
C 8.15 3.94 -8.87 -0.39
O 7.48 2.74 -9.28 -0.33
C 7.84 1.97 -10.34 0.91
C 8.82 2.53 -11.33 -1.21
O 7.32 0.88 -10.52 -0.61
H 7.83 5.04 -10.71 0.27
H 8.11 6.06 -9.29 0.39
H 6.55 5.23 -9.53 0.28
H 9.23 3.83 -8.94 0.35
H 7.92 4.07 -7.81 0.35
H 8.28 3.00 -12.15 0.26
H 9.42 1.70 -11.72 0.33
H 9.53 3.24 -10.90 0.37
```

As for the net charge: 0. The energy relative to the best compared isomer or geometry (same formula, charge and spin) is 496.6 kcal/mol.